1.
This record from the Open Molecules 2025 dataset describes a cluster of 2 separate species, C4H6F3NO2 in total. The level of theory is ωB97M-V/def2-TZVPD.

As for the energy relative to the best compared isomer or geometry (same formula, charge and spin): 138.3 kcal/mol. The SMILES is [O-]/[N+](O)=C\F.C=C(F)CF. The HOMO energy is -9.157 eV. The value obtained for the gap between HOMO and LUMO is 9.882 eV.

Cartesian coordinates (Å):
C (0.469, -1.837, -0.206)
C (-1.532, -0.301, -0.555)
C (1.005, 0.657, 1.069)
C (-0.618, -1.219, 0.116)
N (0.741, 1.530, 0.194)
O (1.206, 1.344, -1.066)
O (0.071, 2.545, 0.301)
F (-0.966, 0.166, -1.733)
F (0.643, 0.755, 2.364)
F (-1.169, -1.315, 1.435)
H (1.135, -2.373, 0.567)
H (0.972, 2.142, -1.564)
H (0.623, -1.781, -1.240)
H (-1.532, 0.639, 0.094)
H (-2.550, -0.616, -0.665)
H (1.502, -0.335, 0.889)



2.
This record from the Open Molecules 2025 dataset describes a cluster of 2 separate species, C4H6F4NO in total. The level of theory is ωB97M-V/def2-TZVPD.

As for the energy relative to the best compared isomer or geometry (same formula, charge and spin): 13.0 kcal/mol. Its net charge is -1. The HOMO energy (spin up / spin down) is -2.455 / -2.456 eV. The value obtained for the gap between HOMO and LUMO (spin up / spin down) is 6.542 / 6.542 eV.

Cartesian coordinates (Å):
C (1.193, 1.734, -0.540)
C (-2.300, -1.264, 0.713)
C (1.701, 0.463, 0.113)
C (0.778, -0.686, -0.143)
N (-1.932, 0.037, 0.164)
O (-2.318, 0.249, -0.999)
F (3.062, 0.292, -0.272)
F (1.819, 0.660, 1.468)
F (0.773, -0.987, -1.506)
F (1.232, -1.859, 0.469)
H (0.205, 1.948, -0.143)
H (1.877, 2.553, -0.327)
H (1.120, 1.578, -1.612)
H (-1.526, -1.559, 1.418)
H (-3.245, -1.131, 1.254)
H (-2.440, -2.027, -0.058)



3.
This record from the Open Molecules 2025 dataset describes the ion C4H6F4NO with charge -1. The level of theory is ωB97M-V/def2-TZVPD.

As for the energy relative to the best compared isomer or geometry (same formula, charge and spin): 0.0 kcal/mol. The SMILES is CN([O-])C(F)(F)C(C)(F)F. Its net charge is -1. The HOMO energy is -2.374 eV. The value obtained for the gap between HOMO and LUMO is 6.581 eV.

Cartesian coordinates (Å):
C (1.776, -1.007, -0.560)
C (-1.743, 0.615, 0.733)
C (1.874, -0.009, 0.615)
C (0.505, 0.079, 1.130)
N (-0.442, 0.896, 0.132)
O (-0.304, 0.691, -1.221)
F (2.727, -0.432, 1.585)
F (2.437, 1.126, 0.167)
F (0.001, -1.210, 1.388)
F (0.509, 0.714, 2.390)
H (2.682, -1.089, -1.136)
H (1.455, -1.950, -0.167)
H (1.005, -0.340, -1.171)
H (-1.808, -0.469, 0.837)
H (-1.892, 1.184, 1.628)
H (-2.483, 1.108, -0.024)



4.
This record from the Open Molecules 2025 dataset describes a structure of composition C4H6F6KN3O15S6. The level of theory is ωB97M-V/def2-TZVPD.

Its net charge is -1. The HOMO energy (spin up / spin down) is -6.957 / -6.957 eV. The spin multiplicity is 2. The value obtained for the gap between HOMO and LUMO (spin up / spin down) is 6.497 / 1.939 eV.

Cartesian coordinates (Å):
K (10.444, -10.059, -1.122)
N (12.377, -8.597, -5.528)
S (12.949, -7.286, -5.109)
O (14.295, -6.913, -5.552)
O (12.462, -6.695, -3.839)
F (12.069, -6.509, -6.166)
S (12.904, -9.405, -4.135)
O (11.992, -9.986, -3.251)
O (14.114, -8.828, -3.444)
F (13.517, -10.628, -4.971)
N (7.842, -14.507, -0.276)
S (8.641, -13.492, 0.867)
O (9.216, -12.291, 0.325)
O (9.208, -14.042, 2.071)
F (7.298, -12.827, 1.469)
S (8.867, -15.638, -0.154)
O (8.452, -16.611, 0.818)
O (10.284, -15.515, -0.653)
F (8.317, -16.391, -1.492)
N (11.108, -8.290, 0.736)
S (10.927, -8.726, 2.335)
O (10.048, -7.795, 3.120)
O (11.935, -9.422, 3.110)
F (9.856, -9.860, 2.062)
S (12.581, -7.894, 0.917)
O (13.634, -8.978, 0.890)
O (12.859, -6.627, 1.676)
F (12.808, -7.226, -0.528)
C (13.409, -14.688, -1.724)
C (12.899, -13.851, -2.861)
C (12.212, -14.488, -4.001)
O (10.914, -13.948, -3.974)
C (10.740, -13.145, -2.889)
O (9.735, -12.502, -2.623)
O (11.862, -13.080, -2.291)
H (13.472, -14.102, -0.807)
H (14.370, -15.137, -1.973)
H (12.958, -15.606, -1.345)
H (13.688, -13.221, -3.274)
H (12.102, -15.573, -3.990)
H (12.724, -14.187, -4.915)



5.
This record from the Open Molecules 2025 dataset describes the molecule C4H6FN. The level of theory is ωB97M-V/def2-TZVPD.

As for the energy relative to the best compared isomer or geometry (same formula, charge and spin): 82.9 kcal/mol. The SMILES is C=N/C=C(/C)F. The HOMO energy (spin up / spin down) is -7.774 / -8.051 eV. The value obtained for the gap between HOMO and LUMO (spin up / spin down) is 7.945 / 7.997 eV.

Cartesian coordinates (Å):
C (0.188, 2.237, 1.139)
C (-0.901, 0.378, 0.136)
C (0.403, -0.556, -0.289)
C (0.129, -1.800, -1.067)
N (-0.805, 1.460, 0.901)
F (1.462, -0.486, 0.560)
H (0.249, 2.923, 1.852)
H (1.031, 2.232, 0.597)
H (-1.937, 0.174, -0.162)
H (0.312, -1.782, -2.156)
H (0.741, -2.602, -0.561)
H (-0.871, -2.179, -0.950)



6.
This record from the Open Molecules 2025 dataset describes the molecule C4H6FN3. The level of theory is ωB97M-V/def2-TZVPD.

As for the energy relative to the best compared isomer or geometry (same formula, charge and spin): 26.1 kcal/mol. The SMILES is [H]/N=C\NC[C@H](F)C#N. The HOMO energy is -9.610 eV. The value obtained for the gap between HOMO and LUMO is 10.020 eV.

Cartesian coordinates (Å):
C (1.324, 0.312, -0.152)
C (0.228, -0.718, 0.283)
C (-1.910, 0.402, 0.595)
C (2.086, -0.106, -1.352)
H (2.070, 0.497, 0.644)
H (-0.165, -1.103, -0.706)
H (0.706, -1.517, 0.725)
H (-0.458, 0.115, 1.960)
H (-2.473, 0.889, 1.454)
H (-1.672, 0.105, -1.358)
N (-0.815, -0.208, 1.124)
N (-2.276, 0.528, -0.626)
N (2.758, -0.649, -2.125)
F (0.597, 1.452, -0.465)